Entry 1:
This record from OMol25 describes a molecular structure, C11H20BrO8PS2Sn. The level of theory is wB97M-V/def2-TZVPD.

Output
- E (eV) = -134919.1886
- Kohn-Sham gap (eV) = 2.350
- total charge = +2
- HOMO level (eV) = -14.030

Atoms and positions in Å:
O  -1.813  -1.608  2.146
C  -0.089  0.815  -1.346
H  2.477  -1.097  0.235
S  -0.198  -2.102  1.892
H  4.228  -0.569  -0.150
C  -1.319  -0.972  -0.261
H  1.830  3.071  -1.727
H  1.006  0.576  1.480
H  -4.348  1.802  0.595
C  -0.590  -3.162  -1.633
H  -2.693  -2.663  -0.895
H  4.927  0.849  1.416
H  0.063  3.576  -1.860
C  2.907  1.173  0.317
O  0.078  -3.595  1.968
H  0.705  0.023  -1.589
C  -2.248  -0.707  1.071
O  -1.380  0.305  -0.912
Sn  0.100  -0.961  -4.498
O  0.775  -1.562  2.932
C  3.111  -0.301  -0.328
H  -5.314  -2.268  0.632
H  -2.004  -1.562  -2.313
P  -4.096  -0.380  0.847
H  3.426  0.355  2.361
O  -0.711  -4.303  -1.127
O  -4.908  -1.640  -0.021
O  -0.098  -1.462  0.335
C  3.844  1.190  1.664
S  -5.046  -0.221  2.560
H  -0.290  1.379  -2.354
C  1.401  1.460  0.841
H  3.289  2.019  -0.357
C  0.885  3.283  -1.093
C  0.377  1.955  -0.299
C  -1.785  -2.101  -1.312
H  2.854  -0.304  -1.463
H  3.813  2.215  2.179
H  -0.590  2.293  0.255
H  1.497  2.344  1.593
H  -1.834  0.312  1.457
H  1.019  4.180  -0.394
Br  1.011  -2.704  -2.759
O  -4.273  1.071  -0.083

Entry 2:
This record from OMol25 describes a gas-phase ion, C11H20ClN2 (charge +1). The level of theory is wB97M-V/def2-TZVPD.

Output
- E (eV) = -27225.9065
- Kohn-Sham gap (eV) = 8.846
- total charge = +1
- energy relative to the best compared isomer or geometry (same formula, charge and spin) (kcal/mol) = 22.2
- SMILES string = CCC1=C(Cl)[C@]([NH3+])(CC)[C@H](N)C(C)=C1
- HOMO level (eV) = -11.988

Atoms and positions in Å:
N  2.315  -1.427  -1.267
H  -0.492  0.032  2.228
C  2.474  1.423  -0.557
H  0.209  -3.457  -0.269
H  -2.061  2.354  1.697
C  0.379  -0.495  2.208
H  2.683  -1.704  -0.421
C  0.023  -1.399  -0.311
H  1.150  -2.200  1.381
H  1.100  0.214  1.776
C  1.146  -0.673  -1.107
H  0.118  -2.818  -1.886
H  3.096  -0.844  -1.706
Cl  -2.833  -1.530  -0.696
C  0.134  1.383  -0.385
H  -0.610  -2.299  1.456
N  -0.172  -2.730  -0.946
H  -1.841  3.549  0.436
H  -1.180  -2.827  -0.843
C  1.253  0.678  -0.572
C  -2.440  2.671  0.778
H  2.225  2.416  -0.168
C  -1.208  0.735  -0.432
C  -2.415  1.596  -0.395
H  0.627  -0.736  3.240
C  0.225  -1.662  1.316
H  3.252  1.065  0.120
H  0.063  2.398  0.063
H  2.910  1.533  -1.572
C  -1.284  -0.607  -0.387
H  0.557  -0.623  -2.123
H  -3.512  2.966  0.965
H  -2.618  2.021  -1.416
H  -3.273  0.996  -0.206

Entry 3:
This record from OMol25 describes a single C11H20N2O5 molecule. The level of theory is wB97M-V/def2-TZVPD.

Output
- E (eV) = -24949.6657
- Kohn-Sham gap (eV) = 9.708
- total charge = 0
- energy relative to the best compared isomer or geometry (same formula, charge and spin) (kcal/mol) = 28.8
- SMILES string = CC(C)C[C@H](N)C(=O)N[C@@H](CCC(=O)O)C(=O)O
- HOMO level (eV) = -9.460

Atoms and positions in Å:
C  3.559  0.288  -0.374
H  1.750  4.092  0.082
N  -0.998  -3.209  0.100
H  -5.013  0.162  0.107
C  -0.248  -0.921  0.669
H  2.894  0.025  -1.274
N  0.592  -0.054  -0.034
C  1.187  2.206  -0.021
H  2.779  -0.467  1.540
H  0.926  1.052  1.736
C  -1.147  -1.800  -0.246
O  5.271  -1.363  -1.353
H  0.121  0.373  -0.874
O  5.148  -1.254  0.775
H  4.886  -0.967  -2.170
H  -4.937  -0.097  -1.654
H  -0.802  -1.783  -1.272
H  -4.521  1.471  -0.998
C  2.792  0.468  0.944
H  3.331  1.188  1.518
O  0.440  2.327  -0.937
H  -2.752  2.120  0.235
C  4.705  -0.864  -0.273
H  -1.141  -3.239  1.096
C  -2.993  0.089  -0.545
H  -0.050  -3.555  -0.039
H  -3.128  1.101  1.506
C  -4.422  0.418  -0.771
H  -2.480  0.363  -1.502
O  1.935  3.180  0.504
C  -2.550  1.149  0.537
C  1.367  0.919  0.699
H  -2.908  -1.431  0.947
H  -1.443  1.072  0.724
C  -2.624  -1.328  -0.100
O  -0.391  -0.837  1.881
H  -3.294  -2.033  -0.586
H  4.159  1.143  -0.577

Entry 4:
This record from OMol25 describes a molecular structure, C11H20N2S3Ti. The level of theory is wB97M-V/def2-TZVPD.

Output
- expectation value of S² = 0.756
- E (eV) = -70305.3585
- Kohn-Sham gap (alpha / beta) (eV) = 8.037 / 8.463
- total charge = +3
- spin multiplicity = 2
- energy relative to the best compared isomer or geometry (same formula, charge and spin) (kcal/mol) = 0.0
- HOMO level (alpha / beta) (eV) = -20.122 / -20.151

Atoms and positions in Å:
C  -3.508  -1.492  -0.847
H  -6.025  -0.338  -1.153
H  2.393  2.084  1.362
H  -5.338  1.090  -1.943
Ti  0.238  -0.399  -0.622
C  0.517  1.328  2.167
H  -5.505  1.036  -0.174
H  2.931  0.079  2.070
S  2.685  -0.911  -0.897
C  -1.149  -2.604  -0.713
H  3.774  0.912  0.214
H  -4.158  -2.353  -0.844
C  -3.916  -0.147  -0.950
C  -2.147  -1.475  -0.789
H  -0.226  -2.416  -1.294
H  2.335  1.765  -2.396
H  -2.741  1.596  -1.064
S  0.928  1.962  -0.524
N  -1.689  -0.159  -0.836
C  1.321  2.224  1.243
C  -5.279  0.446  -1.065
H  2.525  -1.434  2.857
H  -0.551  1.547  2.135
H  -0.911  -2.900  0.308
N  -2.811  0.595  -0.947
C  2.563  1.865  -1.334
C  2.399  -0.861  1.939
C  2.938  -1.655  0.760
H  -1.524  -3.483  -1.237
H  4.012  -1.814  0.869
H  4.366  0.698  -1.419
H  1.109  3.270  1.466
H  0.833  1.466  3.202
C  3.461  0.752  -0.816
S  0.605  -0.459  1.810
H  2.494  -2.649  0.678
H  3.049  2.835  -1.213